DFT (ωB97M-V/def2-TZVPD) results for C2H5N3OS2 in the gas phase in a non-equilibrium geometry.

ΔE to the lowest compared entry with this formula, charge and spin: 3.131 eV
LUMO energy: 0.1 eV
net charge: 0
frontier orbital gap: 8.57 eV
structure (SMILES): [H]/N=C/N(O)C(=S)NS
molecular weight: 151.2 g mol⁻¹
HOMO energy: -0.312 hartree

Positions of all 13 atoms, in Å:
H (0.3122, 1.3430, 3.2156)
N (0.2749, 0.7451, 2.3985)
C (-0.1301, 1.3226, 1.3039)
N (-0.1469, 0.4964, 0.1363)
O (-1.1724, 0.8252, -0.8034)
C (0.8837, -0.1836, -0.4682)
S (2.4702, 0.0291, 0.0755)
N (0.5399, -0.9146, -1.5577)
S (-0.9633, -1.7214, -1.8464)
H (-0.6173, 2.3580, 1.1831)
H (-1.8709, 0.1503, -0.5034)
H (1.2823, -1.4706, -1.8738)
H (-0.8625, -2.9794, -1.2599)

Results of the natural (NBO) charge analysis, in e, for atoms 1 through 6: 0.3533, -0.5939, 0.2572, -0.2194, -0.5422, 0.2758

=====

DFT (ωB97M-V/def2-TZVPD) results for C2H5N3OS2 in the gas phase in a non-equilibrium geometry.

ΔE to the lowest compared entry with this formula, charge and spin: 1.035 eV
LUMO energy: 0.0 eV
net charge: 0
frontier orbital gap: 8.42 eV
structure (SMILES): NC(=O)NSC(N)=S
molecular weight: 151.2 g mol⁻¹
HOMO energy: -0.309 hartree

Positions of all 13 atoms, in Å:
N (2.5174, -0.1379, -0.0873)
C (1.2887, -0.2717, 0.4449)
O (0.9351, 0.3844, 1.5095)
N (0.3574, -1.0490, -0.1748)
S (-1.2480, -1.4255, 0.2854)
C (-2.1710, 0.0848, 0.0063)
N (-1.6541, 1.2863, -0.4105)
S (-3.8781, -0.3264, 0.4547)
H (3.0081, 0.6405, 0.3331)
H (3.2018, -0.8446, -0.7887)
H (0.7208, -1.7485, -0.9104)
H (-2.3839, 1.9832, -0.5992)
H (-0.6942, 1.4242, -0.0632)

Results of the natural (NBO) charge analysis, in e, for atoms 1 through 6: -0.8494, 0.7391, -0.6866, -0.8202, 0.5603, -0.0066

=====

DFT (ωB97M-V/def2-TZVPD) results for C2H5N3S in the gas phase in a non-equilibrium geometry.

ΔE to the lowest compared entry with this formula, charge and spin: 3.177 eV
LUMO energy: 0.9 eV
net charge: 0
frontier orbital gap: 9.15 eV
structure (SMILES): C=NS/C=N/N
molecular weight: 103.2 g mol⁻¹
HOMO energy: -0.305 hartree

Positions of all 11 atoms, in Å:
C (1.9572, 1.1326, -0.0984)
N (2.5042, -0.0326, -0.0177)
S (1.4477, -1.3682, -0.1182)
C (-0.2589, -1.0791, 0.0224)
N (-0.8355, 0.0473, -0.0053)
N (-2.2020, 0.0273, -0.2250)
H (2.5892, 2.0249, 0.0152)
H (0.8780, 1.2916, -0.0791)
H (-0.8203, -2.0419, 0.1538)
H (-2.5829, -0.8243, 0.1748)
H (-2.6765, 0.8224, 0.1775)

Results of the natural (NBO) charge analysis, in e, for atoms 1 through 6: -0.0837, -0.5287, 0.4558, -0.1776, -0.2906, -0.6252

=====

DFT (ωB97M-V/def2-TZVPD) results for C2H5N3S in the gas phase in a non-equilibrium geometry.

ΔE to the lowest compared entry with this formula, charge and spin: 1.035 eV
2S+1: 3
LUMO energy (spin up / spin down): 0.4 / -3.0 eV
net charge: 0
frontier orbital gap (spin up / spin down): 6.07 / 5.66 eV
molecular weight: 103.1 g mol⁻¹
HOMO energy (spin up / spin down): -0.210 / -0.317 hartree

Positions of all 11 atoms, in Å:
C (-0.8426, 0.2306, 0.5420)
C (0.5381, 0.2933, -0.1456)
N (-1.7400, 1.4429, 0.0928)
N (-2.8756, 1.1125, -0.1761)
N (-1.5005, -0.9597, 0.1905)
S (-3.2067, -0.5678, -0.0084)
H (-0.6251, 0.1669, 1.6325)
H (0.4127, 0.1985, -1.2887)
H (1.2097, -0.3256, 0.4699)
H (0.8201, 1.2859, -0.1585)
H (-1.1659, -1.3243, -0.6355)

Results of the natural (NBO) charge analysis, in e, for atoms 1 through 6: -0.0026, -0.6350, -0.2228, -0.5405, -0.7056, 0.8359

=====

DFT (ωB97M-V/def2-TZVPD) results for C2H5N3S2 in the gas phase in a non-equilibrium geometry.

ΔE to the lowest compared entry with this formula, charge and spin: 4.204 eV
LUMO energy: -1.3 eV
net charge: 0
frontier orbital gap: 7.30 eV
structure (SMILES): N/N=C(/N)C(=S)S
molecular weight: 135.2 g mol⁻¹
HOMO energy: -0.316 hartree

Positions of all 12 atoms, in Å:
N (-1.8152, -0.5366, 0.4767)
N (-1.0032, 0.6735, 0.1356)
C (0.1823, 0.5021, -0.0710)
N (1.0246, 1.6481, -0.3676)
C (0.9865, -0.6330, -0.1254)
S (2.6760, -0.6481, 0.4181)
S (0.2380, -2.1094, -0.3494)
H (-1.1835, -1.1639, 1.0581)
H (-2.6175, -0.1499, 1.0533)
H (1.7819, 1.2848, -0.8697)
H (0.7597, 2.6973, -0.6160)
H (-1.0297, -1.5649, -0.7426)

Results of the natural (NBO) charge analysis, in e, for atoms 1 through 6: -0.7020, -0.2551, 0.2434, -0.8146, -0.3259, -0.0609

=====

DFT (ωB97M-V/def2-TZVPD) results for a molecular structure, C2H5N3S2 in a non-equilibrium geometry.

ΔE to the lowest compared entry with this formula, charge and spin: 4.156 eV
LUMO energy: -0.6 eV
net charge: 0
frontier orbital gap: 8.06 eV
molecular weight: 135.2 g mol⁻¹
HOMO energy: -0.320 hartree

Positions of all 12 atoms, in Å:
C (0.7761, 0.6666, -0.0188)
C (-0.0627, -0.4789, 0.3264)
H (-1.6147, 1.8916, -0.6793)
H (-0.8686, 2.9163, -1.7803)
H (2.5807, -0.0383, 0.3277)
H (2.4765, 1.8010, 0.3273)
H (-0.1150, -0.8274, -2.0590)
N (-0.8595, 1.8597, -1.5160)
N (0.4233, 1.6556, -0.8349)
N (1.9337, 0.9473, 0.6513)
S (-0.6579, -1.5236, -0.9210)
S (-0.4184, -0.8581, 1.7906)

Results of the natural (NBO) charge analysis, in e, for atoms 1 through 6: 0.2658, -0.4177, 0.3412, 0.3665, 0.3541, 0.4127

=====

DFT (ωB97M-V/def2-TZVPD) results for C2H5N3S2 in the gas phase in a non-equilibrium geometry.

ΔE to the lowest compared entry with this formula, charge and spin: 2.551 eV
LUMO energy: 0.6 eV
net charge: 0
frontier orbital gap: 9.89 eV
structure (SMILES): [H]/N=C(\C=N/S)NS
molecular weight: 135.2 g mol⁻¹
HOMO energy: -0.343 hartree

Positions of all 12 atoms, in Å:
H (0.1960, 2.4361, 1.0537)
N (0.8769, 1.7112, 0.8269)
C (0.2914, 0.9400, -0.0133)
C (-1.0966, 1.2222, -0.5773)
N (-2.1083, 0.4646, -0.4871)
S (-1.9480, -1.0368, 0.3667)
N (0.8575, -0.2480, -0.4388)
S (2.5154, -0.7069, -0.1450)
H (-1.2514, 2.1709, -1.1124)
H (-3.2098, -1.4344, 0.1468)
H (0.2287, -1.0106, -0.5910)
H (2.4067, -0.7299, 1.1919)

Results of the natural (NBO) charge analysis, in e, for atoms 1 through 6: 0.3404, -0.6531, 0.3516, 0.0260, -0.5017, 0.1399

=====

DFT (ωB97M-V/def2-TZVPD) results for C2H5N3S2 in the gas phase in a non-equilibrium geometry.

ΔE to the lowest compared entry with this formula, charge and spin: 4.319 eV
LUMO energy: 0.8 eV
net charge: 0
frontier orbital gap: 7.74 eV
structure (SMILES): NSN1NC=CS1
molecular weight: 135.2 g mol⁻¹
HOMO energy: -0.255 hartree

Positions of all 12 atoms, in Å:
N (-0.7838, 0.7037, 2.8431)
S (0.4496, 1.0100, 1.6441)
N (-0.2452, -0.2597, 0.3059)
N (0.7116, -0.9380, -0.4862)
C (0.8739, -0.4989, -1.7476)
C (-0.1651, 0.1908, -2.1096)
S (-1.3074, 0.5059, -0.7712)
H (-0.7759, -0.1812, 3.3026)
H (-1.6314, 1.0640, 2.4352)
H (1.4228, -1.5118, 0.0677)
H (1.7404, -0.7318, -2.4100)
H (-0.2894, 0.6471, -3.0740)

Results of the natural (NBO) charge analysis, in e, for atoms 1 through 6: -0.9634, 0.3801, -0.5259, -0.4601, -0.0647, -0.4590